Record 1
Molecular formula: C4H5N2
Method: DFT, ωB97M-V with the def2-TZVPD basis set

Positions of all 11 atoms, in Å:
C -0.900 1.375 0.187
C -1.279 0.032 -0.226
C 0.052 0.504 -0.272
C 2.532 -0.353 0.168
N 1.878 0.199 -0.738
N -2.214 -0.815 -0.377
H -1.120 2.341 0.611
H 2.411 -0.541 1.275
H 3.639 -0.460 -0.015
H -3.084 -0.545 0.050
H -1.914 -1.736 -0.663

The total charge is +1. Its gap between HOMO and LUMO is 0.392 Eh. The spin multiplicity is 1. The energy relative to the best compared isomer or geometry (same formula, charge and spin) is 3.343 eV.

Just the natural (NBO) charges please, in e? Sure, here they are:
1. C -0.1086
2. C 0.2821
3. C 0.1901
4. C -0.0790
5. N -0.2358
6. N -0.6944
7. H 0.2875
8. H 0.2242
9. H 0.2457
10. H 0.4436
11. H 0.4446


Record 2
Molecular formula: C40H41BClO7
Method: DFT, ωB97M-V with the def2-TZVPD basis set

Positions of all 90 atoms, in Å:
C -0.854 -1.197 5.422
O -0.207 -0.157 6.116
C -0.102 1.039 5.345
C 0.473 2.134 6.234
C -0.285 3.465 6.219
C -0.685 4.066 4.867
C 0.436 4.771 4.100
C 1.508 3.854 3.491
C 1.268 3.502 2.004
C 0.394 2.248 1.812
B -0.439 2.171 0.410
O 0.139 1.211 -0.603
C -0.335 1.706 -1.823
C -1.811 1.365 -2.086
C -0.143 3.214 -1.616
Cl 1.700 3.548 -1.681
O -0.632 3.456 -0.383
H -1.472 -0.823 4.604
H -1.488 -1.743 6.119
H -0.128 -1.894 4.995
H 0.571 0.851 4.505
H -1.090 1.296 4.959
H 1.527 2.280 6.005
H 0.441 1.745 7.254
H -1.204 3.317 6.793
H 0.300 4.212 6.761
H -1.454 4.813 5.081
H -1.158 3.337 4.210
H 0.878 5.548 4.729
H -0.031 5.301 3.266
H 1.604 2.922 4.046
H 2.477 4.354 3.578
H 0.786 4.346 1.514
H 2.249 3.331 1.559
H -0.355 2.255 2.607
H 0.998 1.349 1.963
H -1.595 1.768 0.707
H 0.247 1.362 -2.684
H -1.984 1.128 -3.134
H -2.074 0.524 -1.449
H -2.464 2.186 -1.791
H -0.550 3.877 -2.377
C -7.026 0.658 -8.218
C -6.694 1.013 -6.915
C -5.525 0.545 -6.342
C -4.685 -0.288 -7.070
C -5.025 -0.658 -8.373
C -6.195 -0.176 -8.946
C -4.156 -1.579 -9.162
O -4.448 -1.893 -10.297
C -2.923 -2.103 -8.510
C -2.119 -2.999 -9.205
C -0.964 -3.487 -8.620
C -0.601 -3.079 -7.341
C -1.399 -2.190 -6.641
C -2.564 -1.705 -7.221
C -3.422 -0.768 -6.439
O -3.105 -0.413 -5.327
H -7.938 1.031 -8.665
H -7.350 1.659 -6.346
H -5.252 0.819 -5.333
H -6.444 -0.461 -9.958
H -2.408 -3.306 -10.201
H -0.341 -4.186 -9.162
H 0.306 -3.457 -6.888
H -1.129 -1.867 -5.645
C 3.766 -0.674 0.119
C 2.432 -0.709 0.511
C 2.066 -1.423 1.641
C 3.023 -2.111 2.375
C 4.364 -2.087 1.969
C 4.729 -1.360 0.843
C 5.405 -2.839 2.713
O 6.572 -2.823 2.375
C 4.976 -3.636 3.902
C 5.922 -4.386 4.591
C 5.547 -5.121 5.701
C 4.225 -5.105 6.135
C 3.278 -4.363 5.451
C 3.649 -3.631 4.329
C 2.604 -2.857 3.591
O 1.455 -2.853 3.980
H 4.051 -0.104 -0.755
H 1.676 -0.174 -0.054
H 1.032 -1.445 1.959
H 5.767 -1.338 0.543
H 6.946 -4.386 4.246
H 6.285 -5.707 6.234
H 3.934 -5.675 7.008
H 2.247 -4.343 5.775

The total charge is -1. Its gap between HOMO and LUMO is 0.182 Eh. The spin multiplicity is 1.

Just the Löwdin charges please, in e? Sure, here they are:
1. C -0.1140
2. O -0.1942
3. C -0.2273
4. C -0.1783
5. C -0.2028
6. C -0.2153
7. C -0.2003
8. C -0.2018
9. C -0.2143
10. C -0.1109
11. B -0.6883
12. O -0.0989
13. C -0.4344
14. C -0.0364
15. C -0.6388
16. Cl 0.5163
17. O -0.0633
18. H 0.0872
19. H 0.0795
20. H 0.0534
21. H 0.1131
22. H 0.1153
23. H 0.0986
24. H 0.1083
25. H 0.1047
26. H 0.1050
27. H 0.1022
28. H 0.0917
29. H 0.0988
30. H 0.1044
31. H 0.0780
32. H 0.0977
33. H 0.0941
34. H 0.0965
35. H 0.0596
36. H 0.0780
37. H 0.1028
38. H 0.1262
39. H 0.0566
40. H 0.0810
41. H 0.0786
42. H 0.1060
43. C -0.0625
44. C -0.0571
45. C 0.0025
46. C -0.0790
47. C -0.0842
48. C -0.0077
49. C -0.2782
50. O 0.0988
51. C -0.0849
52. C -0.0077
53. C -0.0615
54. C -0.0549
55. C 0.0040
56. C -0.0792
57. C -0.2749
58. O 0.1177
59. H 0.1044
60. H 0.1070
61. H 0.1242
62. H 0.1176
63. H 0.1176
64. H 0.1047
65. H 0.1081
66. H 0.1250
67. C -0.0365
68. C -0.0225
69. C 0.0128
70. C -0.0817
71. C -0.0939
72. C -0.0070
73. C -0.2816
74. O 0.0910
75. C -0.0812
76. C -0.0103
77. C -0.0693
78. C -0.0670
79. C -0.0044
80. C -0.0761
81. C -0.2623
82. O 0.0850
83. H 0.1108
84. H 0.0974
85. H 0.1265
86. H 0.1153
87. H 0.1163
88. H 0.1017
89. H 0.1026
90. H 0.1197


Record 3
Molecular formula: CH3I2OPS
Method: DFT, ωB97M-V with the def2-TZVPD basis set

Positions of all 9 atoms, in Å:
C -0.129 -0.565 1.396
O 1.256 0.767 -0.315
P 0.474 0.994 -2.193
S 0.366 1.115 0.966
I -1.834 1.240 -1.367
I 0.658 -1.261 -2.998
H 0.024 -0.396 2.492
H 0.378 -1.237 0.730
H -1.192 -0.658 1.289

The total charge is 0. Its gap between HOMO and LUMO is 0.268 Eh. The spin multiplicity is 1. The energy relative to the best compared isomer or geometry (same formula, charge and spin) is 1.203 eV.

Just the natural (NBO) charges please, in e? Sure, here they are:
1. C -0.7922
2. O -0.9236
3. P 0.5723
4. S 0.5812
5. I -0.0717
6. I -0.0640
7. H 0.2331
8. H 0.2518
9. H 0.2131


Record 4
Molecular formula: C32H51FeGe2N2O6PS
Method: DFT, ωB97M-V with the def2-TZVPD basis set

Positions of all 96 atoms, in Å:
Fe 0.508 0.173 0.625
O -4.384 -1.154 4.386
C -3.389 -1.419 5.195
O -3.520 -1.857 6.326
C -2.024 -1.131 4.679
C -0.915 -1.225 5.471
N 0.175 -0.899 4.757
N -0.186 -0.666 3.452
C -1.576 -0.726 3.387
C -2.280 -0.250 2.185
O -3.538 -0.209 2.237
O -1.617 0.130 1.161
H -4.048 -0.794 3.463
H -0.829 -1.517 6.512
H 1.144 -0.738 5.001
C 1.955 -4.586 1.514
C 1.681 -3.120 1.821
Ge 0.261 -2.324 0.741
C -1.407 -3.104 1.469
C -1.777 -4.427 0.822
C 0.348 -3.087 -1.028
C 0.413 -2.328 -2.112
Ge 0.407 -0.410 -1.772
C -1.441 0.169 -2.032
C -2.056 0.581 -3.350
C 1.890 0.453 -2.761
C 1.800 0.973 -4.200
C 0.325 -2.859 -3.487
C 0.114 -1.994 -4.564
C -0.052 -2.427 -5.872
C 0.008 -3.775 -6.165
C 0.244 -4.668 -5.126
C 0.411 -4.220 -3.819
H 2.787 -4.952 2.134
H 2.222 -4.715 0.460
H 1.085 -5.213 1.738
H 2.596 -2.523 1.653
H 1.404 -3.001 2.877
H -2.245 -2.410 1.371
H -1.247 -3.262 2.549
H -2.032 -4.277 -0.232
H -2.636 -4.882 1.335
H -0.955 -5.164 0.845
H 0.230 -4.178 -1.109
H -1.577 0.954 -1.294
H -1.998 -0.674 -1.615
H -1.489 1.388 -3.816
H -3.088 0.929 -3.196
H -2.086 -0.270 -4.047
H 2.670 -0.308 -2.716
H 2.262 1.258 -2.102
H 1.697 0.164 -4.916
H 2.741 1.478 -4.434
H 0.986 1.686 -4.363
H 0.049 -0.932 -4.358
H -0.224 -1.701 -6.653
H -0.111 -4.127 -7.184
H 0.326 -5.733 -5.353
H 0.631 -4.952 -3.060
C -2.415 3.148 1.830
C -0.907 3.224 2.100
C -0.594 2.612 3.465
P 0.128 2.691 0.691
C 1.762 3.392 1.056
C 1.851 4.904 1.062
C 2.887 2.823 0.176
C -0.650 3.541 -0.731
C -0.960 5.029 -0.545
C 0.098 3.333 -2.053
H -2.947 3.484 2.729
H -2.748 2.137 1.575
H -2.707 3.824 1.028
H -0.692 4.286 2.218
H -1.095 1.650 3.581
H -0.998 3.303 4.199
H 0.471 2.468 3.642
H 1.939 3.002 2.070
H 1.863 5.267 0.029
H 2.788 5.213 1.546
H 1.023 5.375 1.600
H 2.828 3.201 -0.844
H 2.888 1.727 0.151
H 3.849 3.125 0.603
H -1.593 2.992 -0.791
H -0.075 5.628 -0.752
H -1.330 5.251 0.454
H -1.732 5.320 -1.258
H 1.057 3.858 -2.057
H -0.520 3.736 -2.865
H 0.277 2.280 -2.232
S 2.233 0.282 2.801
C 0.727 -0.423 2.503
O 4.441 -0.608 -1.057
C 3.680 -0.707 -0.102
O 2.418 -0.656 -0.161
H 4.112 -0.856 0.906

The total charge is -1. Its gap between HOMO and LUMO (alpha / beta) is 0.232 / 0.247 Eh. Its expectation value of S² is 8.84. The spin multiplicity is 6. The energy relative to the best compared isomer or geometry (same formula, charge and spin) is 1.251 eV.

Just the Löwdin charges please, in e? Sure, here they are:
1. Fe 0.4210
2. O 0.1069
3. C -0.5191
4. O 0.0606
5. C -0.0552
6. C -0.0041
7. N 0.0993
8. N -0.1092
9. C -0.0821
10. C -0.5878
11. O 0.0281
12. O -0.1306
13. H 0.0511
14. H 0.1416
15. H 0.1221
16. C -0.1702
17. C -0.3595
18. Ge 0.9050
19. C -0.3248
20. C -0.1789
21. C -0.2291
22. C -0.3326
23. Ge 0.8892
24. C -0.3778
25. C -0.1668
26. C -0.3396
27. C -0.1617
28. C -0.2077
29. C -0.0637
30. C -0.0868
31. C -0.1125
32. C -0.0960
33. C -0.0339
34. H 0.0651
35. H 0.0644
36. H 0.0525
37. H 0.0425
38. H 0.0549
39. H 0.0562
40. H 0.0706
41. H 0.0659
42. H 0.0698
43. H 0.0530
44. H 0.0567
45. H 0.0079
46. H 0.0696
47. H 0.0481
48. H 0.0685
49. H 0.0582
50. H 0.0561
51. H 0.0368
52. H 0.0442
53. H 0.0675
54. H 0.0500
55. H 0.0602
56. H 0.0999
57. H 0.0940
58. H 0.0981
59. H 0.0978
60. C -0.0897
61. C -0.5238
62. C -0.0865
63. P 1.0611
64. C -0.5569
65. C -0.1129
66. C -0.1075
67. C -0.5206
68. C -0.1096
69. C -0.1033
70. H 0.0902
71. H 0.0630
72. H 0.0579
73. H 0.0822
74. H 0.0637
75. H 0.0820
76. H 0.0431
77. H 0.0638
78. H 0.0680
79. H 0.0837
80. H 0.0653
81. H 0.0653
82. H 0.0316
83. H 0.0890
84. H 0.0914
85. H 0.0634
86. H 0.0547
87. H 0.0833
88. H 0.0763
89. H 0.0902
90. H 0.0128
91. S 0.6521
92. C -0.8055
93. O -0.0255
94. C -0.5820
95. O -0.3075
96. H 0.0938


Record 5
Molecular formula: C6H12O
Method: DFT, ωB97M-V with the def2-TZVPD basis set

Positions of all 19 atoms, in Å:
C 1.934 -0.589 0.548
C 1.071 0.393 -0.146
C 0.220 -0.007 -1.085
C 1.221 1.867 0.232
C 0.278 2.087 1.395
C -0.797 2.892 1.310
H 2.001 -1.574 0.058
H 2.961 -0.213 0.578
H 1.629 -0.926 1.541
H 0.243 -1.027 -1.433
H -0.601 0.622 -1.427
H 0.941 2.388 -0.680
H 2.206 2.082 0.650
H 0.614 1.804 2.387
H -0.876 3.600 0.498
H -1.501 2.723 2.120
H -4.028 -4.759 -2.585
H -3.314 -5.822 -1.884
O -4.201 -5.541 -2.077

The total charge is 0. As for the SMILES: C=CCC(=C)C.O. Its gap between HOMO and LUMO is 0.362 Eh. The spin multiplicity is 1. The energy relative to the best compared isomer or geometry (same formula, charge and spin) is 2.397 eV.

Just the natural (NBO) charges please, in e? Sure, here they are:
1. C -0.6569
2. C 0.0448
3. C -0.4145
4. C -0.4872
5. C -0.1554
6. C -0.4231
7. H 0.2181
8. H 0.2084
9. H 0.2261
10. H 0.1937
11. H 0.1977
12. H 0.2242
13. H 0.2179
14. H 0.2012
15. H 0.2006
16. H 0.2044
17. H 0.4626
18. H 0.4625
19. O -0.9251


Record 6
Molecular formula: C27H30EuI2N7OS
Method: DFT, ωB97M-V with the def2-TZVPD basis set

Positions of all 69 atoms, in Å:
Eu 10.459 11.287 12.231
C 9.568 10.622 16.880
C 9.638 10.660 15.406
N 10.328 11.549 14.723
C 11.158 12.602 15.249
C 11.464 13.676 14.172
N 10.619 13.706 12.965
C 11.257 14.479 11.877
C 10.733 14.155 10.432
N 10.487 12.713 10.090
C 9.145 12.548 9.503
C 8.611 11.115 9.460
N 8.833 10.399 10.714
C 8.247 9.261 11.001
C 7.765 8.304 9.938
C 8.160 8.922 12.452
C 7.469 7.808 13.040
C 7.371 7.782 14.436
C 8.051 8.692 15.241
C 8.814 9.707 14.648
N 8.778 9.752 13.289
H 10.449 11.136 17.331
H 9.518 9.591 17.232
H 8.690 11.145 17.250
H 12.149 12.266 15.646
H 10.717 13.130 16.152
H 12.486 13.496 13.870
H 11.360 14.660 14.674
H 9.651 14.017 13.132
H 12.324 14.340 11.939
H 11.080 15.527 12.098
H 11.488 14.612 9.770
H 9.767 14.755 10.350
H 11.216 12.320 9.481
H 9.150 12.988 8.507
H 8.479 13.225 10.065
H 9.154 10.660 8.619
H 7.538 11.096 9.151
H 7.722 7.283 10.321
H 8.464 8.317 9.132
H 6.795 8.591 9.477
H 7.053 6.966 12.462
H 6.768 7.039 14.928
H 7.921 8.663 16.302
I 12.595 7.456 13.669
C 12.988 7.957 11.708
C 13.488 6.853 10.989
C 13.475 6.823 9.585
I 13.754 4.912 8.659
C 13.251 8.042 8.910
C 13.590 8.267 7.541
C 13.399 9.502 6.987
C 13.087 10.572 7.828
N 12.870 10.444 9.104
C 12.927 9.246 9.728
C 12.822 9.260 11.162
O 12.588 10.365 11.786
H 13.889 5.933 11.507
H 13.967 7.427 6.930
H 13.639 9.742 5.932
H 12.941 11.570 7.401
S 4.768 14.852 13.438
C 4.828 13.286 12.698
C 6.099 12.940 12.423
N 7.002 13.921 12.672
C 6.478 14.965 13.265
H 3.906 12.752 12.465
H 6.448 11.982 12.061
H 7.003 15.898 13.475

The total charge is +2. Its gap between HOMO and LUMO (alpha / beta) is 0.173 / 0.174 Eh. Its expectation value of S² is 12.02. The spin multiplicity is 7. The energy relative to the best compared isomer or geometry (same formula, charge and spin) is 0.000 eV.

Just the natural (NBO) charges please, in e? Sure, here they are:
1. Eu 2.0658
2. C -0.7083
3. C 0.3743
4. N -0.5266
5. C -0.2781
6. C -0.2400
7. N -0.7069
8. C -0.2366
9. C -0.2393
10. N -0.7167
11. C -0.2346
12. C -0.2728
13. N -0.5650
14. C 0.4030
15. C -0.7073
16. C 0.1493
17. C -0.1555
18. C -0.1348
19. C -0.1547
20. C 0.1488
21. N -0.4963
22. H 0.2588
23. H 0.2560
24. H 0.2719
25. H 0.2528
26. H 0.2246
27. H 0.2212
28. H 0.2228
29. H 0.4224
30. H 0.2172
31. H 0.2193
32. H 0.2387
33. H 0.2185
34. H 0.4388
35. H 0.2246
36. H 0.2160
37. H 0.2303
38. H 0.2410
39. H 0.2545
40. H 0.2614
41. H 0.2737
42. H 0.2567
43. H 0.2563
44. H 0.2441
45. I 0.1582
46. C -0.2883
47. C -0.2500
48. C -0.1387
49. I 0.1860
50. C -0.1199
51. C -0.1255
52. C -0.2576
53. C 0.0497
54. N -0.4649
55. C 0.0687
56. C 0.3803
57. O -0.8293
58. H 0.2524
59. H 0.2457
60. H 0.2400
61. H 0.1859
62. S 0.4925
63. C -0.4187
64. C -0.0853
65. N -0.5057
66. C -0.1579
67. H 0.2628
68. H 0.1958
69. H 0.2345